Formula: C38H25Cl2N9O5S2Sr
Source: the OMol25 dataset
Level of theory: the ωB97M-V functional and the def2-TZVPD basis

Calculated values
multiplicity	1
DFT total energy	-4079.78699	Ha
molecular weight	910.34	g/mol
HOMO level	-2.23	eV
charge	-2
energy above the lowest of the compared OMol25 structures with the same formula, charge and spin	44.01	kcal per mole

Geometry (Å):
Sr  -0.069  -0.940  -0.845
Cl  6.588  2.746  -1.710
C  5.377  1.498  -1.859
C  4.108  1.732  -1.364
C  3.107  0.774  -1.438
N  1.806  1.072  -1.025
C  1.591  1.861  -0.019
O  2.415  2.239  0.867
C  0.169  2.369  0.096
C  -0.128  3.411  0.967
C  -1.424  3.879  1.032
C  -2.392  3.291  0.229
C  -2.012  2.254  -0.605
N  -0.761  1.806  -0.684
C  3.374  -0.468  -2.066
C  4.668  -0.685  -2.560
C  5.655  0.277  -2.450
Cl  7.249  -0.076  -3.071
N  2.343  -1.390  -2.147
C  2.558  -2.610  -2.646
O  3.585  -3.098  -3.133
C  1.368  -3.549  -2.634
C  0.470  -3.567  -3.688
C  -0.505  -4.553  -3.729
C  -0.556  -5.473  -2.706
C  0.356  -5.343  -1.663
N  1.298  -4.418  -1.617
H  3.900  2.678  -0.886
H  0.664  3.812  1.584
H  -1.685  4.673  1.719
H  -3.425  3.609  0.263
H  -2.732  1.747  -1.234
H  4.894  -1.628  -3.027
H  0.532  -2.815  -4.463
H  -1.220  -4.573  -4.545
H  -1.304  -6.255  -2.683
H  0.313  -6.018  -0.817
S  -2.017  -0.645  1.464
C  -1.054  0.424  2.424
N  -1.586  1.293  3.216
N  -0.708  2.109  3.911
C  -1.168  3.315  4.369
C  -2.536  3.610  4.434
C  -2.960  4.829  4.935
C  -2.051  5.784  5.375
C  -0.692  5.495  5.305
C  -0.252  4.281  4.812
N  0.391  0.487  2.321
N  0.985  -0.493  1.820
C  2.369  -0.389  1.688
C  3.073  0.771  2.054
C  4.480  0.705  1.937
C  5.101  -0.386  1.383
C  4.378  -1.507  0.958
C  3.017  -1.498  1.120
H  0.264  2.066  3.608
H  -3.237  2.876  4.069
H  -4.022  5.041  4.973
H  -2.393  6.737  5.757
H  0.037  6.227  5.632
H  0.808  4.067  4.754
H  2.660  1.333  2.878
H  5.065  1.563  2.243
H  6.179  -0.379  1.276
H  4.877  -2.347  0.497
H  2.416  -2.348  0.815
O  -1.640  -3.054  -0.803
C  -2.399  -2.544  -1.634
N  -1.997  -1.617  -2.546
S  -3.219  -1.094  -3.474
O  -3.525  0.300  -3.271
O  -3.054  -1.520  -4.844
C  -4.476  -2.117  -2.728
C  -5.825  -2.231  -2.995
C  -6.554  -3.132  -2.229
C  -5.939  -3.886  -1.228
C  -4.582  -3.758  -0.972
C  -3.858  -2.867  -1.742
H  -6.290  -1.635  -3.767
H  -7.616  -3.247  -2.404
H  -6.537  -4.571  -0.640
H  -4.088  -4.315  -0.190

Formula: C38H27BBrCuF4N8O4P
Source: the OMol25 dataset
Level of theory: the ωB97M-V functional and the def2-TZVPD basis

Calculated values
multiplicity	1
DFT total energy	-7183.34654	Ha
molecular weight	920.91	g/mol
HOMO level	-10.59	eV
charge	+1
energy above the lowest of the compared OMol25 structures with the same formula, charge and spin	0.00	kcal per mole

Geometry (Å):
Cu  -0.218  -0.051  0.266
C  -1.163  -2.448  3.534
C  -0.093  -1.936  2.798
N  -0.458  -0.860  2.110
N  -1.781  -0.649  2.404
C  -2.217  -1.608  3.249
B  -2.495  0.602  1.794
N  -2.930  0.259  0.319
C  -4.115  0.484  -0.282
C  -4.016  0.097  -1.601
C  -2.702  -0.361  -1.727
N  -2.051  -0.274  -0.570
N  -1.474  1.797  1.750
C  -1.428  2.889  2.543
C  -0.463  3.742  2.053
C  0.052  3.075  0.935
N  -0.550  1.905  0.758
N  -3.723  1.077  2.565
C  -4.396  2.237  2.319
C  -5.385  2.361  3.254
C  -5.241  1.211  4.059
N  -4.247  0.448  3.646
H  -1.170  -3.309  4.183
H  0.928  -2.284  2.746
H  -3.228  -1.602  3.614
H  -4.954  0.883  0.265
H  -4.777  0.138  -2.363
H  -2.215  -0.773  -2.599
H  -2.073  2.993  3.401
H  -0.181  4.707  2.442
H  0.813  3.404  0.244
H  -4.122  2.889  1.502
H  -6.106  3.156  3.353
H  -5.823  0.914  4.918
F  -0.654  -1.890  -6.481
C  -0.116  -1.866  -5.281
C  0.393  -3.022  -4.726
F  0.360  -4.161  -5.393
C  0.938  -2.963  -3.464
F  1.434  -4.104  -2.971
C  1.008  -1.788  -2.703
P  1.809  -2.088  -1.083
C  0.802  -3.286  -0.248
C  1.369  -4.215  0.626
C  0.562  -5.174  1.209
C  -0.805  -5.179  0.955
C  -1.369  -4.232  0.109
C  -0.567  -3.290  -0.509
C  3.504  -2.467  -1.525
C  4.213  -1.404  -2.088
C  5.537  -1.587  -2.450
C  6.150  -2.817  -2.248
C  5.438  -3.872  -1.694
C  4.110  -3.705  -1.335
C  0.525  -0.616  -3.310
Br  0.593  1.115  -2.585
C  -0.040  -0.682  -4.576
F  -0.527  0.408  -5.153
H  2.417  -4.159  0.887
H  0.996  -5.912  1.871
H  -1.438  -5.917  1.431
H  -2.435  -4.229  -0.072
H  -1.011  -2.554  -1.167
H  3.738  -0.441  -2.241
H  6.092  -0.769  -2.890
H  7.185  -2.956  -2.533
H  5.918  -4.830  -1.536
H  3.549  -4.542  -0.942
O  2.838  -1.653  1.262
C  2.671  -0.584  0.736
O  1.847  -0.578  -0.428
C  3.239  0.688  1.100
C  3.087  1.799  0.275
C  3.746  2.991  0.550
C  4.549  3.009  1.667
O  5.295  4.025  2.129
C  5.979  3.547  3.302
O  5.529  2.209  3.526
C  4.688  1.902  2.504
C  4.053  0.727  2.253
H  2.448  1.729  -0.595
H  3.645  3.865  -0.080
H  5.723  4.176  4.151
H  7.051  3.553  3.121
H  4.145  -0.138  2.897

Formula: C38H27BN13S7V
Source: the OMol25 dataset
Level of theory: the ωB97M-V functional and the def2-TZVPD basis

Calculated values
multiplicity	3
DFT total energy	-5932.49623	Ha
molecular weight	951.95	g/mol
⟨S²⟩	2.01
HOMO level (alpha / beta)	-6.27 / -6.27	eV
energy above the lowest of the compared OMol25 structures with the same formula, charge and spin	0.00	kcal per mole

Geometry (Å):
V  0.172  0.451  -1.004
C  -1.180  3.889  1.146
C  -0.175  3.134  0.551
N  -0.676  2.012  0.056
N  -2.003  2.018  0.295
C  -2.322  3.136  0.966
B  -2.909  0.868  -0.217
N  -2.401  -0.449  0.398
C  -2.948  -1.393  1.175
C  -1.971  -2.316  1.501
C  -0.826  -1.845  0.878
N  -1.087  -0.726  0.211
N  -2.706  0.786  -1.772
C  -3.608  0.747  -2.763
C  -2.939  0.833  -3.970
C  -1.596  0.925  -3.613
N  -1.470  0.888  -2.291
N  -4.361  1.197  0.043
C  -5.014  2.292  -0.421
C  -6.325  2.207  -0.026
C  -6.385  0.997  0.685
N  -5.213  0.396  0.719
H  -1.084  4.827  1.658
H  0.881  3.339  0.476
H  -3.332  3.312  1.287
H  -3.984  -1.324  1.444
H  -2.071  -3.176  2.134
H  0.176  -2.241  0.901
H  -4.659  0.679  -2.542
H  -3.363  0.842  -4.955
H  -0.718  1.019  -4.231
H  -4.499  3.045  -0.993
H  -7.113  2.910  -0.216
H  -7.230  0.542  1.172
S  -2.217  -3.284  -4.902
C  -2.384  -4.271  -6.283
C  -1.203  -4.840  -6.650
C  -0.139  -4.467  -5.795
C  -0.533  -3.624  -4.790
C  0.302  -3.024  -3.751
C  -0.191  -1.960  -2.972
N  0.529  -1.346  -2.058
C  1.777  -1.791  -1.783
C  2.361  -2.855  -2.487
C  3.661  -3.322  -2.103
C  4.293  -2.798  -1.030
C  3.694  -1.747  -0.257
C  4.279  -1.213  0.906
C  3.644  -0.214  1.612
C  2.407  0.262  1.116
N  1.854  -0.216  0.025
C  2.466  -1.216  -0.662
C  4.185  0.368  2.835
C  4.134  1.678  3.226
C  4.790  1.904  4.460
C  5.314  0.761  4.983
S  5.021  -0.595  3.988
C  1.596  -3.449  -3.502
H  -3.346  -4.382  -6.750
H  -1.093  -5.494  -7.499
H  0.876  -4.805  -5.931
H  -1.201  -1.595  -3.106
H  4.111  -4.123  -2.675
H  5.261  -3.169  -0.725
H  5.236  -1.593  1.242
H  1.843  1.014  1.655
H  3.659  2.458  2.651
H  4.851  2.871  4.934
H  5.835  0.642  5.917
H  2.020  -4.271  -4.061
N  2.510  5.593  -3.761
C  2.629  4.556  -3.271
N  2.858  3.392  -2.705
C  2.033  2.516  -2.372
N  1.350  1.618  -2.027
C  -0.654  -0.944  6.286
S  1.117  -0.638  6.084
C  1.104  1.006  5.477
C  0.590  1.419  4.286
S  -0.218  0.510  3.070
S  0.837  3.134  3.980
C  1.759  3.537  5.387
S  2.435  5.026  5.635
S  1.893  2.210  6.467
H  -0.751  -1.907  6.783
H  -1.139  -0.968  5.314
H  -1.103  -0.174  6.909